Entry 1:
109
Properties=species:S:1:pos:R:3:forces:R:3 method="wB97M-V/def2-TZVPD" e_homo_ev=-9.1
C 1.883426 -2.736689 3.579304 -0.04 0.34 -0.08
O 2.738748 -1.804121 2.976977 0.45 0.02 -0.06
C 2.159679 -0.539628 2.705243 0.05 -0.41 -0.22
C 2.997326 0.555176 3.281302 -0.29 -0.21 0.28
C 4.383121 0.627885 2.707344 -0.01 0.45 -0.40
C 4.420944 0.904154 1.201821 0.03 -0.28 0.23
C 4.552375 -0.349548 0.324750 -0.43 0.26 0.50
C 3.514840 -0.543787 -0.758424 0.13 0.05 -0.56
C 3.161265 0.693864 -1.568838 -0.06 0.05 0.36
C 1.920563 1.439920 -1.087019 0.27 0.06 -0.47
C 0.732143 1.284799 -2.024129 -0.13 -0.07 0.42
Si -0.851724 1.947832 -1.337448 0.29 -0.31 -0.50
C -1.833589 2.825441 -2.693506 0.16 0.17 0.28
O -2.216200 4.160333 -2.342369 -0.20 0.56 0.25
N -1.662702 5.090241 -3.249123 0.36 -0.46 -0.52
O -1.936256 6.188088 -2.999526 -0.29 0.03 0.41
N -0.527828 3.071079 -0.045286 -0.89 -1.71 0.16
C 0.052396 4.096120 -0.255980 -2.24 -3.51 0.66
O 0.553546 5.064540 -0.469698 3.01 5.42 -0.90
O -1.721942 0.672555 -0.800247 -0.24 0.34 0.42
Si -2.962873 0.765018 0.291370 -0.59 -0.48 0.53
C -4.311803 1.981094 -0.201398 0.46 -0.23 -0.32
C -5.070618 2.372228 0.992289 -0.79 -0.02 0.43
N -6.202270 1.876231 1.274767 0.06 0.02 -0.03
C -2.348415 1.209144 2.002542 -0.13 0.03 -0.91
C -1.010516 0.666581 2.382250 0.00 0.33 0.52
F -1.073102 -0.694042 2.625775 0.01 -0.49 -0.12
C -3.782281 -0.990833 0.383666 0.42 0.28 -0.45
F -5.131676 -0.886120 0.156765 -0.48 0.04 -0.04
F -3.667836 -1.442608 1.670835 0.04 -0.07 0.48
C -3.228466 -2.024335 -0.571347 -0.26 -0.24 0.41
C -3.461832 -3.449689 -0.102601 0.39 -0.25 -0.61
Si -3.062880 -4.743068 -1.427811 -0.04 0.41 0.28
C -4.531545 -4.863455 -2.569945 0.27 -0.16 0.30
C -2.716114 -6.346223 -0.543186 0.03 0.23 -0.24
C -1.534481 -4.173594 -2.358032 0.32 0.02 -0.30
C -1.631247 -3.298530 -3.454107 0.67 -0.21 0.28
C -0.497730 -2.848217 -4.131361 0.11 -0.43 0.59
C 0.770124 -3.263289 -3.723630 -0.47 -0.41 0.58
C 0.893467 -4.140926 -2.639268 -0.84 0.33 -0.24
C -0.251139 -4.591258 -1.971578 0.04 0.60 -0.71
H 1.043372 -2.973013 2.941722 -0.40 -0.15 -0.28
H 2.453699 -3.626711 3.768469 0.29 -0.44 0.04
H 1.500672 -2.369153 4.524568 -0.18 0.16 0.38
H 2.106694 -0.416931 1.629374 -0.11 -0.02 -0.44
H 1.147002 -0.487844 3.069236 -0.35 -0.12 0.32
H 2.470169 1.483449 3.104181 -0.15 0.50 -0.06
H 3.038148 0.410351 4.355321 0.07 0.04 0.37
H 4.873365 1.457190 3.191017 0.44 0.18 0.40
H 4.913935 -0.284584 2.922420 0.36 -0.31 0.21
H 3.545603 1.485146 0.949324 -0.33 0.23 -0.20
H 5.265096 1.548967 1.027611 0.37 0.35 -0.25
H 4.492717 -1.198543 0.986264 0.12 -0.53 0.21
H 5.533363 -0.363909 -0.117871 0.47 -0.01 -0.26
H 2.610587 -0.985958 -0.366211 -0.42 -0.16 0.24
H 3.912282 -1.269088 -1.451459 0.14 -0.46 -0.23
H 3.999533 1.373114 -1.563819 0.49 0.26 -0.01
H 3.029207 0.415205 -2.595032 -0.15 -0.15 -0.59
H 2.179470 2.484742 -1.009395 -0.07 0.54 0.23
H 1.655566 1.095696 -0.102023 -0.18 -0.08 0.56
H 0.953504 1.704597 -2.993373 0.14 0.27 -0.41
H 0.573910 0.228503 -2.190267 -0.17 -0.53 -0.15
H -1.209191 2.873207 -3.572448 0.30 0.06 -0.45
H -2.714243 2.267103 -2.971864 -0.45 -0.18 -0.05
H -4.980708 1.506858 -0.903886 -0.19 -0.19 -0.34
H -3.915457 2.893827 -0.631375 0.34 0.18 -0.28
H -4.595859 3.127709 1.602812 0.16 0.31 0.41
H -6.564280 2.280733 2.134668 -0.01 0.03 0.08
H -2.270596 2.286613 2.015444 0.05 0.52 0.09
H -3.119325 0.946557 2.710804 -0.19 -0.16 0.42
H -0.262905 0.860384 1.628120 0.28 -0.10 -0.44
H -0.659714 1.136387 3.291972 0.12 0.10 0.42
H -3.746798 -1.872119 -1.505235 0.00 0.33 -0.57
H -2.175052 -1.850819 -0.709503 0.46 0.10 -0.25
H -2.804492 -3.644203 0.730476 0.11 -0.13 0.53
H -4.484826 -3.560662 0.224470 -0.40 -0.18 0.23
H -4.321378 -5.409434 -3.474476 0.12 -0.11 -0.46
H -4.933763 -3.891287 -2.803959 -0.10 0.43 -0.24
H -5.310236 -5.401422 -2.052440 -0.39 -0.23 0.26
H -3.588715 -6.669390 0.000786 -0.41 -0.13 0.25
H -2.421884 -7.143772 -1.207379 0.12 -0.31 -0.29
H -1.924238 -6.199663 0.177175 0.30 0.02 0.27
H -2.596411 -2.961008 -3.778328 -0.40 0.12 -0.16
H -0.594432 -2.180533 -4.964596 -0.07 0.24 -0.31
H 1.649209 -2.916206 -4.233364 0.24 0.11 -0.17
H 1.859115 -4.466068 -2.306232 0.37 -0.10 0.05
H -0.138031 -5.270156 -1.150757 0.07 -0.28 0.36
C -2.611666 1.721307 7.489418 -0.07 -0.20 -0.14
C -1.140425 1.742306 7.128095 0.09 0.12 0.21
O -1.106160 2.462130 5.884888 -0.05 -0.20 -0.04
S -2.239915 3.585062 5.873051 0.01 -0.18 0.10
O -1.679419 4.832060 6.239995 -0.06 0.17 -0.01
O -2.991300 3.433381 4.681685 -0.01 0.09 -0.27
O -3.082364 3.023709 7.103638 0.13 0.01 0.20
H -3.157882 0.968307 6.919166 0.02 0.00 -0.01
H -2.786081 1.577473 8.551059 -0.05 0.16 0.04
H -0.724499 0.750808 6.979739 0.02 0.00 -0.17
H -0.548251 2.286573 7.865726 -0.02 -0.01 0.01
C 5.025085 3.143744 -4.898087 0.10 0.01 0.21
C 6.256250 2.732018 -5.679288 -0.07 0.09 -0.22
O 6.352586 1.318599 -5.441795 0.07 0.07 0.13
S 4.896739 0.683613 -5.313484 -0.01 0.18 0.08
O 4.494298 0.125648 -6.550959 -0.08 -0.08 -0.09
O 4.846147 -0.073037 -4.117276 0.12 -0.24 -0.01
O 4.108948 2.057083 -5.104287 -0.03 0.12 -0.15
H 5.231855 3.231149 -3.829990 0.02 -0.01 -0.01
H 4.578547 4.063562 -5.262851 -0.14 -0.06 -0.07
H 7.162725 3.215952 -5.330250 0.08 -0.14 0.07
H 6.134184 2.902322 -6.750281 -0.02 0.01 0.01

Entry 2:
103
Properties=species:S:1:pos:R:3:forces:R:3 method="wB97M-V/def2-TZVPD" e_homo_ev=-7.7 smiles="NC(N)(N)Cc1ccc2c(c1)C(=O)c1c(CCC(F)(F)F)cccc1C2=O.CN(C)P(=O)(N(C)C)N(C)C.CN(C)P(=O)(N(C)C)N(C)C"
N 1.346802 0.414760 5.634120 -0.06 0.20 0.04
C 0.765134 -0.477199 4.648012 1.14 -0.38 -0.34
N 1.869297 -0.752500 3.691686 -0.53 0.22 -0.20
N 0.417277 -1.760468 5.278801 -0.52 0.17 -0.70
C -0.401614 0.128540 3.848788 -0.44 0.30 1.02
C -1.609603 0.592096 4.644075 -0.37 -0.48 -0.17
C -1.572228 1.465088 5.732894 0.14 0.16 -0.05
C -2.730784 1.865508 6.373894 0.01 0.25 0.32
C -3.974761 1.414719 5.955949 0.02 -0.41 -0.40
C -4.024986 0.512618 4.894901 -0.38 0.21 0.00
C -2.859153 0.114138 4.256636 -0.07 -0.03 0.05
C -5.330426 -0.061687 4.408422 0.58 -0.06 0.24
O -5.272338 -0.983367 3.622476 -0.34 -0.15 -0.27
C -6.612650 0.486892 4.933930 0.25 0.01 0.00
C -7.851776 0.099200 4.398169 -0.22 0.05 -0.10
C -8.014412 -0.863172 3.236390 0.67 -0.14 0.30
C -7.887452 -2.377501 3.578549 -0.39 0.62 0.06
C -7.984743 -2.740934 5.042431 0.13 -1.40 -0.75
F -6.926374 -2.371988 5.770860 -0.25 0.50 0.23
F -8.001294 -4.103876 5.124125 -0.07 0.04 0.06
F -9.124185 -2.337453 5.619817 0.17 0.42 0.23
C -9.001912 0.660080 4.945944 0.12 0.06 0.00
C -8.942020 1.572609 5.988774 -0.14 -0.29 -0.16
C -7.717557 1.939621 6.511985 0.04 0.20 0.38
C -6.548731 1.401591 5.997746 0.10 -0.28 -0.55
C -5.235776 1.852064 6.585325 -0.63 0.20 0.14
O -5.269682 2.593001 7.541034 0.42 0.19 0.28
H 0.734736 0.498642 6.437253 -0.10 -0.13 -0.07
H 2.173494 -0.058683 5.988241 0.10 0.12 -0.12
H 2.216654 0.130275 3.322036 0.08 0.03 0.20
H 1.417719 -1.179536 2.882934 0.40 -0.27 -0.06
H 1.298341 -2.266263 5.338672 -0.01 0.04 0.22
H -0.114380 -2.294767 4.592131 -0.14 -0.09 0.22
H -0.749651 -0.635737 3.149313 0.12 0.10 -0.09
H -0.028260 0.980367 3.275628 0.16 -0.11 0.03
H -0.630766 1.868280 6.081771 -0.03 0.04 -0.12
H -2.669341 2.548683 7.213534 -0.08 -0.03 -0.05
H -2.965997 -0.590757 3.440039 0.12 0.04 0.02
H -7.210612 -0.642181 2.535510 -0.26 -0.03 -0.21
H -8.974309 -0.683476 2.753715 0.02 0.06 0.11
H -8.718259 -2.892767 3.093886 0.14 -0.16 0.06
H -6.950131 -2.790634 3.214605 -0.01 0.06 0.05
H -9.970355 0.373280 4.550637 0.07 -0.01 -0.02
H -9.877568 1.953187 6.380440 0.16 0.16 0.11
H -7.638497 2.638068 7.335895 -0.02 -0.02 -0.06
C 1.089868 -5.215793 -1.493066 -0.24 -0.09 -0.50
N 0.666144 -3.982703 -0.871039 0.44 -0.11 0.40
C -0.274829 -4.223341 0.209264 -0.15 0.45 0.07
P 0.906982 -2.328761 -1.303399 4.82 -4.42 -2.33
O 1.515534 -1.846052 -0.009901 -3.39 2.04 0.12
N 2.275095 -1.982377 -2.318496 0.58 -0.24 -0.26
C 3.197942 -2.979313 -2.848832 -0.20 -0.27 -0.13
C 3.020278 -0.782838 -1.924924 -0.13 0.12 0.28
N -0.146757 -2.333704 -2.684441 -2.11 3.24 2.07
C -1.492287 -1.821425 -2.416592 -0.03 -0.22 0.19
C -0.154260 -3.257270 -3.783328 0.45 -0.46 -0.11
H 0.244712 -5.760232 -1.939684 0.03 -0.04 0.00
H 1.547331 -5.880873 -0.751412 -0.03 0.07 0.08
H 1.829943 -5.076241 -2.275073 -0.11 0.14 -0.02
H -1.304575 -4.313102 -0.166058 -0.02 -0.16 0.09
H -0.255179 -3.407404 0.935124 0.04 0.03 -0.07
H -0.029108 -5.135002 0.758683 0.09 -0.04 -0.11
H 3.334134 -3.838472 -2.186652 0.07 0.02 -0.05
H 4.190406 -2.552556 -2.997381 -0.07 0.21 0.15
H 2.893407 -3.320188 -3.844045 -0.06 -0.23 0.07
H 3.745107 -0.991281 -1.128832 -0.03 0.06 0.05
H 2.349973 -0.001053 -1.570588 0.02 -0.03 0.00
H 3.554983 -0.372827 -2.783349 -0.10 -0.11 -0.11
H -2.152894 -2.599093 -2.002862 -0.10 0.06 -0.10
H -1.951745 -1.429157 -3.326983 0.06 -0.04 -0.03
H -1.456475 -0.999765 -1.695972 0.02 -0.02 -0.02
H -0.885708 -4.063816 -3.634730 0.04 -0.01 0.09
H 0.809684 -3.716559 -3.981514 0.10 0.06 0.18
H -0.430195 -2.720690 -4.696799 -0.04 0.07 0.09
C 4.474386 4.726618 -6.884547 0.51 0.17 -0.15
N 4.444889 4.171142 -5.551501 -0.54 -0.18 -0.17
C 3.850347 5.093341 -4.598399 0.11 -0.23 0.43
P 5.152540 2.749959 -4.877087 -1.26 -0.16 -6.75
O 3.905675 2.122637 -4.309325 1.95 0.72 3.31
N 5.535650 1.466695 -5.993172 -0.05 -0.26 -0.64
C 5.332055 1.525702 -7.436369 0.12 0.31 -0.11
C 5.193421 0.131009 -5.501469 -0.13 0.09 0.30
N 6.796316 3.309544 -4.922698 -0.01 -0.78 4.28
C 7.277872 3.863570 -3.655218 -0.21 0.20 -0.02
C 7.505036 3.874249 -6.036289 -0.22 0.02 -0.61
H 5.077794 5.645268 -6.931795 -0.03 0.01 -0.05
H 3.461561 4.987882 -7.212512 -0.03 -0.02 0.10
H 4.870322 4.044963 -7.631271 0.10 -0.02 0.14
H 4.592274 5.808855 -4.215046 -0.11 0.14 -0.05
H 3.431028 4.557927 -3.744255 0.05 -0.06 -0.04
H 3.029018 5.657066 -5.046319 0.04 -0.05 -0.14
H 4.474262 2.137626 -7.726961 0.01 -0.06 -0.05
H 5.146516 0.532502 -7.846372 -0.04 -0.08 0.24
H 6.231209 1.873702 -7.955160 -0.10 0.22 -0.07
H 4.140096 -0.119175 -5.676136 0.00 -0.04 0.08
H 5.383350 0.044909 -4.431692 -0.03 0.02 -0.02
H 5.816232 -0.616977 -5.996871 0.06 0.12 -0.10
H 6.998654 4.921827 -3.537619 0.14 0.01 0.05
H 8.365018 3.784684 -3.579817 -0.01 -0.01 -0.08
H 6.857011 3.314285 -2.808674 0.00 0.00 -0.04
H 7.477774 4.972586 -6.023737 -0.10 -0.01 0.02
H 7.141088 3.545009 -7.005102 -0.19 -0.09 0.07
H 8.554218 3.566125 -5.983681 -0.04 -0.01 0.11

no.,frontier orbital gap (eV)
1,9.31
2,6.92